{
  "formula": "C4H11NO2",
  "method": "the ωB97M-V functional and the def2-TZVPD basis",
  "species": ["N", "C", "H", "C", "H", "H", "O", "C", "H", "H", "H", "O", "H", "H", "H", "H", "H", "C"],
  "positions_angstrom": [[0.96, 1.37, -0.53], [-1.94, 0.17, 0.58], [0.94, -0.32, 1.50], [1.75, -0.55, 0.81], [-1.07, -0.44, -1.61], [-2.78, 0.59, 0.02], [-1.12, 1.08, 1.10], [-1.28, -0.96, -0.67], [-2.32, -0.52, 1.35], [2.67, -0.08, 1.15], [-0.24, 1.33, 0.35], [1.67, -0.54, -1.62], [1.53, 1.99, 0.04], [0.78, 1.74, -1.45], [-2.23, -1.46, -0.85], [1.90, -1.62, 0.75], [-0.62, -1.77, -0.36], [1.40, -0.02, -0.56]],
  "homo_ev": -8.9543,
  "max_force_ev_per_a": 4.207,
  "multiplicity": 1,
  "molar_mass_g_mol": 105.1,
  "relative_energy_kcal_mol": 53.5,
  "total_energy_ha": -364.1829,
  "homo_lumo_gap_ev": 9.5
}

---

{
  "formula": "C40H34AsF2N4O10Se2Y",
  "method": "the ωB97M-V functional and the def2-TZVPD basis",
  "species": ["H", "H", "O", "H", "As", "C", "C", "O", "C", "H", "H", "Se", "H", "Se", "H", "C", "C", "H", "C", "H", "C", "C", "C", "H", "H", "C", "C", "C", "O", "C", "H", "H", "H", "H", "C", "C", "H", "C", "Y", "N", "H", "N", "C", "O", "F", "O", "C", "C", "H", "H", "H", "C", "H", "H", "H", "O", "O", "H", "C", "H", "C", "H", "H", "C", "C", "C", "O", "H", "C", "C", "C", "C", "F", "H", "C", "N", "O", "C", "H", "O", "C", "C", "C", "H", "N", "C", "C", "H", "C", "C", "H", "H", "C", "C"],
  "positions_angstrom": [[2.75, -3.71, 1.42], [-2.66, 3.69, -3.19], [2.53, 4.79, 4.83], [-0.58, 3.14, 2.07], [-1.83, -0.84, -1.36], [-2.32, -3.02, 2.87], [-4.96, 2.04, -1.33], [2.28, 1.32, 0.22], [0.68, -0.28, -2.87], [3.73, -4.13, 2.82], [-3.19, -2.75, 3.45], [2.99, -2.13, -0.95], [-4.02, -2.77, -1.40], [2.86, -1.74, 3.01], [-4.92, 3.97, -2.27], [4.79, -3.09, 1.25], [-0.57, 0.14, -2.48], [-5.16, -4.19, -3.06], [-1.63, 1.42, 1.18], [-1.79, -1.03, 2.44], [1.89, 2.10, 2.39], [-2.62, -1.95, -2.80], [-2.81, -2.79, -5.05], [-4.38, -4.21, -5.41], [-0.57, 3.24, -3.86], [-2.40, 1.71, -2.37], [-3.69, -2.76, -2.43], [-1.04, 1.41, -2.84], [-2.65, 0.79, 1.37], [-2.01, -4.35, 2.68], [-4.70, 0.10, -0.45], [0.73, -4.09, 0.77], [-1.35, -1.37, -4.42], [0.90, 0.05, 4.46], [-1.49, -2.06, 2.30], [2.26, 2.33, 0.95], [6.11, -4.18, -0.06], [1.50, 0.58, -3.59], [1.12, -0.72, 0.72], [1.19, 0.92, 4.01], [5.44, -1.95, -0.47], [-1.87, 3.77, 0.57], [-2.18, -1.98, -4.12], [-3.90, 4.33, 1.45], [-2.81, -5.32, 3.24], [-0.60, 1.02, 0.56], [-3.10, 2.89, -2.61], [4.58, -1.99, 0.20], [5.47, -3.32, 3.82], [-0.71, -5.79, 1.80], [1.47, 2.28, 5.61], [-0.36, -2.38, 1.52], [1.69, 2.52, -4.49], [6.87, -2.55, 1.55], [4.42, -4.69, -0.15], [6.22, -3.44, 3.23], [2.52, 3.51, 0.62], [-2.33, 3.05, 2.43], [-1.22, 4.77, -1.48], [-0.02, 3.43, -0.34], [1.05, 1.84, -3.94], [2.50, 0.26, -3.85], [1.05, -1.28, -2.63], [3.54, -3.34, 2.08], [2.47, 4.30, 3.73], [-3.09, 4.41, 0.56], [-2.86, 6.14, -2.55], [-5.95, 2.18, -0.91], [-1.56, 2.88, 1.67], [-0.23, 2.26, -3.58], [-3.00, 0.70, -1.62], [-4.33, -3.56, -3.37], [-0.31, 4.98, -2.45], [-2.46, -2.80, -6.07], [-4.38, 3.05, -2.09], [-3.33, 5.19, -0.55], [2.81, 4.98, 2.64], [2.01, 2.90, 3.54], [5.72, -1.59, 2.50], [5.45, -5.45, 1.42], [-2.50, 5.44, -1.63], [5.21, -4.38, 0.54], [-0.96, 3.96, -0.44], [-4.24, 5.64, -0.57], [1.40, 0.91, 2.70], [1.55, 2.09, 4.57], [-3.89, -3.58, -4.68], [4.52, -1.02, 0.71], [-4.27, 0.87, -1.08], [-0.92, -4.74, 1.93], [2.73, 4.42, 1.79], [5.91, -5.06, 2.19], [5.95, -2.59, 2.13], [-0.12, -3.75, 1.37]],
  "homo_ev": -2.6282,
  "total_charge": -2,
  "max_force_ev_per_a": 1.753,
  "multiplicity": 1,
  "molar_mass_g_mol": 1090.5,
  "relative_energy_kcal_mol": 26.5,
  "total_energy_ha": -9793.1560,
  "homo_lumo_gap_ev": 6.7
}

---

{
  "formula": "C23H15Cl5N3OSc",
  "method": "the ωB97M-V functional and the def2-TZVPD basis",
  "species": ["H", "H", "N", "N", "H", "H", "H", "C", "H", "C", "H", "C", "Cl", "Cl", "C", "C", "C", "H", "C", "C", "N", "C", "C", "H", "C", "C", "H", "H", "H", "Cl", "C", "Cl", "H", "C", "C", "O", "C", "C", "C", "Cl", "Sc", "C", "C", "C", "C", "H", "C", "H"],
  "positions_angstrom": [[4.53, 3.33, -1.63], [4.75, 1.23, 2.03], [-1.62, -1.63, 1.46], [1.09, -0.46, 1.67], [1.25, 3.06, -2.19], [4.05, 0.15, 3.18], [-0.58, -2.96, 4.38], [2.55, -1.09, 3.96], [-4.21, -0.99, 0.29], [-3.36, 0.95, -4.72], [2.83, 3.22, -2.93], [-3.90, -2.02, 0.39], [0.15, 2.85, -4.67], [-4.70, 0.84, -5.76], [-1.21, -2.74, 3.55], [0.56, -1.29, 2.61], [-2.46, -3.32, 3.55], [3.11, -1.35, 4.86], [4.11, 2.66, -0.89], [-2.86, -2.21, 1.46], [2.25, 1.29, -0.23], [2.18, 2.54, -2.38], [2.34, 0.05, 1.89], [-4.27, -3.48, 2.45], [3.07, -0.25, 3.02], [-3.28, -3.05, 2.50], [0.91, -2.26, 4.51], [-4.78, -2.59, 0.68], [1.97, 1.69, -3.01], [-2.12, -0.48, -1.21], [2.95, 0.97, 0.89], [-4.66, -0.77, -3.05], [-2.76, -3.97, 4.36], [2.84, 2.13, -1.12], [4.21, 1.48, 1.14], [-0.15, 1.11, -2.06], [-1.15, 1.85, -4.19], [-0.81, -1.90, 2.50], [-2.26, 1.75, -5.04], [-2.28, 2.62, -6.51], [0.15, 0.24, -0.35], [1.29, -1.61, 3.75], [-1.13, 1.13, -2.99], [-2.24, 0.36, -2.72], [4.80, 2.34, 0.24], [5.79, 2.74, 0.44], [-3.35, 0.23, -3.53], [-3.58, -2.41, -0.57]],
  "homo_ev": -14.0767,
  "total_charge": 2,
  "max_force_ev_per_a": 0.737,
  "multiplicity": 1,
  "molar_mass_g_mol": 571.6,
  "total_energy_ha": -4186.2214,
  "homo_lumo_gap_ev": 6.3
}

---

{
  "formula": "C3H5ClO2",
  "method": "the ωB97M-V functional and the def2-TZVPD basis",
  "species": ["H", "H", "C", "C", "O", "Cl", "C", "H", "O", "H", "H"],
  "positions_angstrom": [[0.80, -2.00, 0.75], [-0.07, 1.98, -0.75], [0.70, -0.90, 0.72], [-0.54, 1.42, -0.04], [-0.95, -0.97, -1.05], [0.03, 1.81, 1.57], [-0.01, -0.23, -0.34], [-0.75, -1.38, -1.85], [1.34, -0.48, -0.47], [1.12, -0.42, 1.57], [-1.67, 1.19, -0.11]],
  "homo_ev": -9.7976,
  "max_force_ev_per_a": 6.938,
  "multiplicity": 1,
  "molar_mass_g_mol": 108.5,
  "relative_energy_kcal_mol": 69.2,
  "total_energy_ha": -727.8877,
  "homo_lumo_gap_ev": 10.6
}

---

{
  "formula": "C30H24GeN2PtS3Se2",
  "method": "the ωB97M-V functional and the def2-TZVPD basis",
  "species": ["C", "C", "H", "H", "Se", "C", "H", "C", "N", "Pt", "H", "H", "C", "Se", "H", "N", "C", "C", "C", "C", "C", "H", "C", "C", "C", "H", "C", "H", "C", "C", "C", "H", "S", "C", "C", "C", "S", "H", "H", "C", "C", "C", "C", "C", "H", "H", "H", "S", "H", "H", "C", "C", "C", "Ge", "H", "H", "C", "H", "H", "H", "C", "H", "H"],
  "positions_angstrom": [[1.28, 1.74, -6.86], [-3.04, -3.62, -1.00], [-1.64, -3.79, 2.58], [-1.16, -0.63, 4.08], [-1.64, 4.69, -4.75], [-2.08, -2.71, -0.58], [-1.76, 3.15, -7.28], [1.44, 3.74, -0.67], [1.88, 1.44, -0.20], [2.81, -0.04, 0.96], [-2.74, -0.18, 0.25], [-0.28, 1.74, -2.77], [2.05, 2.75, 0.06], [0.83, -0.74, -1.56], [2.71, 2.98, 0.88], [0.74, 3.22, -5.05], [-0.23, -1.87, 5.55], [0.20, -2.02, 3.18], [-2.19, 0.61, 0.75], [1.05, 1.10, -1.20], [0.58, 3.39, -1.71], [1.84, -2.37, 0.02], [-0.80, 2.91, -6.85], [-1.99, 2.93, 1.34], [-2.03, -3.73, 1.57], [0.64, 1.16, 2.52], [5.11, -0.21, 2.71], [-3.61, 2.12, 0.18], [-0.45, 3.51, -5.62], [1.41, -1.38, 0.20], [1.56, 2.37, -5.66], [-0.25, 3.45, 2.49], [4.06, -1.50, 2.21], [-2.69, 1.90, 0.72], [-2.99, -4.65, 1.16], [0.67, -2.89, 5.80], [4.53, 1.24, 1.96], [-2.37, 3.94, 1.30], [2.06, -4.27, 4.92], [1.10, -3.06, 3.44], [0.38, 2.04, -1.97], [-0.46, -1.44, 4.25], [-0.31, 1.36, 2.03], [0.06, 2.03, -7.46], [-1.74, -1.95, -1.28], [2.49, 2.17, -5.14], [1.62, 4.77, -0.42], [6.43, -0.36, 3.69], [-0.74, -1.39, 6.38], [1.99, 1.04, -7.30], [-0.81, 2.65, 2.01], [-3.50, -4.60, -0.12], [-0.99, 0.32, 1.40], [-0.17, -1.46, 1.33], [-4.25, -5.31, -0.44], [-0.22, 1.57, -8.40], [1.34, -3.49, 4.73], [1.65, -3.52, 2.62], [-3.44, -3.57, -2.01], [-3.33, -5.41, 1.86], [-1.55, -2.74, 0.71], [0.87, -3.22, 6.81], [0.07, 4.12, -2.33]],
  "homo_ev": -1.8468,
  "total_charge": -2,
  "max_force_ev_per_a": 0.156,
  "multiplicity": 1,
  "molar_mass_g_mol": 934.3,
  "relative_energy_kcal_mol": 0.0,
  "total_energy_ha": -9460.9199,
  "homo_lumo_gap_ev": 5.9
}

---

{
  "formula": "C2H2EuF",
  "method": "the ωB97M-V functional and the def2-TZVPD basis",
  "species": ["F", "C", "Eu", "H", "H", "C"],
  "positions_angstrom": [[0.89, -1.70, 0.33], [-0.05, -0.02, 0.83], [-0.95, 2.56, -1.53], [-0.85, -0.42, 1.45], [0.84, -0.91, -0.75], [0.10, 0.50, -0.34]],
  "homo_ev": [-5.9747, -8.4491],
  "s2": 20.01,
  "max_force_ev_per_a": 3.808,
  "multiplicity": 9,
  "molar_mass_g_mol": 197.0,
  "total_energy_ha": -887.3167,
  "homo_lumo_gap_ev": [5.8, 7.9]
}